{"formula": "C31H43F10N5O4PRb", "method": "wB97M-V/def2-TZVPD", "homo_ev": -1.57, "lumo_energy_ev": 3.67, "charge": -2, "symbols": ["Rb", "C", "N", "C", "C", "N", "C", "C", "F", "C", "F", "C", "F", "C", "F", "C", "F", "C", "C", "N", "C", "C", "F", "C", "F", "C", "F", "C", "F", "C", "F", "H", "H", "H", "H", "H", "H", "H", "H", "H", "H", "H", "C", "C", "C", "O", "C", "O", "O", "H", "H", "H", "H", "H", "H", "H", "N", "C", "N", "O", "H", "H", "H", "H", "C", "C", "C", "P", "C", "C", "C", "C", "C", "C", "H", "H", "H", "H", "H", "H", "H", "H", "H", "H", "H", "H", "H", "H", "H", "H", "H", "H", "H", "H", "H"], "positions_angstrom": [[0.119759, 1.425531, 0.966751], [0.872791, -1.753083, 2.343454], [-0.027552, -0.787603, 3.016149], [0.442084, -0.327860, 4.313277], [1.908582, 0.027451, 4.330873], [2.172018, 1.148986, 3.344117], [3.195299, 1.906733, 3.652467], [4.423098, 1.577963, 4.431141], [4.607858, 0.223942, 4.514809], [5.282156, 2.572160, 4.848778], [6.247174, 2.356709, 5.800260], [5.256668, 3.855274, 4.282106], [6.130851, 4.854982, 4.413584], [4.278908, 4.154152, 3.340224], [4.328619, 5.416954, 2.783097], [3.230876, 3.263635, 3.148534], [2.175167, 3.643447, 2.392384], [-1.458384, -1.047515, 2.909833], [-2.317552, 0.061700, 3.541939], [-2.136902, 1.284760, 2.907182], [-2.493595, 2.364822, 3.649989], [-2.325075, 3.589073, 2.914321], [-1.686611, 3.590347, 1.685511], [-3.047750, 4.776262, 3.221293], [-3.247602, 5.757329, 2.332163], [-3.617187, 4.841642, 4.499543], [-4.358791, 5.892207, 4.933119], [-3.655015, 3.739139, 5.355857], [-4.394027, 3.720314, 6.505230], [-3.087274, 2.507453, 4.929184], [-3.461611, 1.447576, 5.639688], [0.370623, -2.312668, 1.510847], [1.295010, -2.541578, 3.078043], [1.756653, -1.161304, 2.007606], [0.186759, -1.113761, 5.058144], [-0.236712, 0.466488, 4.573697], [2.547314, -0.838295, 4.036044], [2.165056, 0.304449, 5.386713], [-1.641041, -2.048191, 3.348526], [-1.724532, -1.022203, 1.821731], [-2.044391, 0.066656, 4.589489], [-3.424768, -0.205514, 3.574998], [-3.778050, 0.257629, -2.537961], [-2.845142, 1.453065, -2.892125], [-3.615610, 2.704513, -2.572921], [-2.562176, 1.396968, -4.327780], [-1.568106, 1.410664, -2.110494], [-1.574714, 0.942027, -0.948300], [-0.535952, 1.838659, -2.790680], [-4.809982, 0.471516, -2.804449], [-3.748390, 0.227270, -1.398860], [-3.534441, -0.672100, -3.097265], [-4.630954, 2.711516, -2.987601], [-3.146870, 3.682554, -2.801911], [-3.911794, 2.682383, -1.473615], [-1.634058, 1.689452, -4.317990], [4.243953, 0.505200, -1.671235], [2.880507, 0.510299, -1.564808], [2.363561, 1.565861, -2.265030], [2.283756, -0.390755, -0.938305], [4.762601, 1.233547, -2.093672], [4.773802, -0.001320, -0.957842], [2.900384, 2.436372, -2.239219], [1.304015, 1.651895, -2.287021], [-1.348719, -1.847657, -5.431226], [0.072040, -2.100315, -4.905197], [0.967548, -0.893603, -5.073207], [0.359832, -2.268925, -2.995924], [-1.383874, -3.026761, -2.652838], [-1.779739, -4.388001, -3.342061], [-1.421109, -3.048000, -1.098337], [1.438237, -3.878655, -2.741918], [2.405121, -4.211641, -3.960054], [2.120065, -3.821729, -1.359943], [-1.362788, -2.042963, -6.532759], [-1.677567, -0.813078, -5.123037], [-2.151398, -2.464403, -4.995686], [0.605377, -3.103451, -5.215283], [1.291237, -0.889611, -6.123262], [1.873180, -0.843534, -4.368382], [0.486961, 0.026375, -4.966028], [-2.146006, -2.222813, -2.901642], [-1.575868, -5.156560, -2.628714], [-1.256841, -4.658433, -4.279364], [-2.855054, -4.369605, -3.489197], [-0.843215, -2.260581, -0.643825], [-1.099733, -3.941779, -0.596926], [-2.497246, -2.907648, -0.889631], [0.776597, -4.778783, -2.577005], [2.895161, -3.271828, -4.393804], [1.900944, -4.695756, -4.766028], [3.254903, -4.850263, -3.618676], [1.986233, -2.809728, -1.054866], [3.194491, -3.987967, -1.433945], [1.547969, -4.458112, -0.694865]], "forces_ev_per_angstrom": [[0.5, 0.1, 0.6], [0.1, -0.1, 1.1], [0.6, -0.1, -1.1], [-0.8, -1.2, -0.5], [0.9, 0.8, -0.9], [-0.4, -1.0, 1.6], [1.5, 1.0, 0.3], [-2.6, 0.2, -1.4], [0.8, 0.6, 1.0], [1.2, 0.6, 0.3], [-0.1, -0.3, -0.5], [-1.1, -0.7, -1.1], [1.4, 0.2, 1.3], [-1.0, -0.3, 0.2], [-0.4, -1.2, 0.3], [0.4, 0.1, -0.4], [0.1, 0.2, -0.2], [0.0, 0.1, -0.8], [-0.9, -2.0, 0.9], [0.1, 2.2, 0.9], [1.0, -0.7, -2.4], [-1.2, 2.4, -0.2], [-0.7, -0.2, 1.1], [1.0, -2.3, 0.7], [0.4, 0.2, 0.2], [-0.8, -0.3, 1.1], [0.0, 0.8, -0.4], [0.9, -1.6, -1.3], [0.5, 0.5, -0.8], [-0.8, 2.3, -0.3], [-0.1, -1.1, 0.9], [0.4, 0.8, 0.6], [-0.7, 0.8, -0.8], [-0.6, -0.7, -0.2], [0.5, -0.1, 0.2], [0.5, 0.9, 0.2], [-0.6, 0.3, 0.6], [0.0, 0.0, -0.7], [-0.6, 0.1, -0.1], [0.2, -0.5, 0.6], [0.0, 0.0, 0.6], [1.0, -0.4, -0.3], [0.3, 0.4, 1.0], [-1.9, -1.0, -1.7], [-1.4, 1.1, 1.9], [-0.1, 0.1, 1.0], [2.7, -0.4, 0.0], [-0.2, 0.7, -1.5], [-1.3, -0.5, 1.3], [-0.1, 0.3, -0.2], [0.1, -0.7, -1.5], [0.3, 0.5, 0.8], [0.3, -0.2, -0.7], [0.1, -0.7, 0.1], [0.9, 0.2, -1.0], [0.2, 0.1, -0.1], [1.4, -1.5, 1.3], [-0.4, -0.8, 0.8], [-2.0, 0.3, 0.3], [0.7, 1.9, -1.2], [0.0, 0.7, -0.4], [-0.7, 0.2, -0.5], [-0.5, -0.7, -0.1], [1.1, 0.0, -0.1], [-0.2, 0.2, 0.2], [1.5, -1.8, 2.1], [2.5, -1.0, -1.5], [-2.2, -1.6, -0.7], [1.0, 0.8, 0.5], [0.4, 1.3, 0.4], [-1.9, -0.2, -0.6], [-0.5, -1.4, -1.0], [1.0, 1.6, 1.3], [-0.3, 0.8, -1.1], [-0.1, 0.6, 0.7], [0.5, -0.8, -0.8], [0.6, -0.2, -0.2], [-1.3, 2.1, -0.3], [0.5, 0.2, 0.0], [-1.2, -0.3, -1.2], [-1.2, 1.4, 0.7], [1.2, -0.9, 0.0], [0.2, -0.8, 0.4], [-0.3, 0.5, 0.4], [-0.2, -0.2, -0.3], [0.0, 0.6, -0.1], [0.2, -0.9, -0.1], [0.5, 0.0, 0.7], [0.2, 0.9, -1.0], [-0.7, -1.1, 0.6], [-0.4, -0.4, -0.5], [-0.7, 0.3, -0.2], [0.2, 0.9, 0.9], [-0.1, -0.4, 0.3], [0.5, -0.2, 0.4]]}

=====

{"formula": "C31H43F7IN2O8P", "method": "wB97M-V/def2-TZVPD", "homo_ev": -6.25, "lumo_energy_ev": -3.13, "relative_energy_kcal_mol": 181.18, "charge": 0, "symbols": ["C", "C", "C", "C", "O", "C", "P", "C", "C", "C", "C", "O", "C", "C", "C", "C", "C", "C", "C", "C", "F", "I", "C", "C", "C", "C", "C", "C", "C", "C", "C", "N", "C", "O", "C", "F", "F", "C", "F", "F", "C", "F", "F", "C", "O", "O", "H", "H", "H", "H", "H", "H", "H", "H", "H", "H", "H", "H", "H", "H", "H", "H", "H", "H", "H", "H", "H", "H", "H", "H", "H", "H", "H", "H", "H", "H", "H", "H", "H", "H", "H", "H", "H", "H", "H", "H", "H", "H", "H", "N", "O", "O", "O"], "positions_angstrom": [[0.925285, 5.861734, -2.352768], [-0.136784, 4.806647, -2.941428], [0.207812, 3.248586, -2.563057], [-1.151951, 2.682351, -1.861891], [-1.039077, 1.335192, -1.354391], [-0.236905, 1.198129, -0.170166], [-0.245390, 2.506051, 1.207798], [0.538092, 4.145801, 0.680766], [-2.080846, 2.963726, 1.566902], [-2.583073, 2.285068, 2.960171], [-1.022265, -0.028809, 0.579454], [-1.504799, -1.002084, -0.371881], [-2.965661, -0.984814, -0.430446], [-3.434699, -1.620365, -1.826930], [-3.133878, -0.561321, -3.023310], [-4.936796, -2.194765, -1.833051], [-5.851285, -1.734119, -0.591023], [-5.797555, -2.863440, 0.563654], [-7.393302, -1.741722, -1.143385], [0.127893, -0.671270, 1.513752], [0.296560, -0.185040, 2.846775], [-0.720610, -2.683647, 1.903310], [1.327683, -0.560880, 0.451664], [2.567066, -1.558895, 0.453542], [2.841520, -2.283842, 1.843013], [3.031944, -3.853395, 1.831219], [3.351035, -4.600217, 3.180501], [3.447591, -3.869705, 4.563055], [3.721382, -4.585912, 5.961234], [3.253623, -2.310788, 4.575039], [2.983599, -1.595918, 3.227298], [1.073189, 0.449664, -0.418234], [2.069671, 0.655450, -1.514295], [1.690021, 0.285832, -2.660403], [3.546729, 1.240584, -1.318640], [3.766863, 1.467314, 0.087621], [4.445295, 0.209326, -1.780909], [3.895601, 2.546084, -2.182321], [3.169107, 2.681441, -3.387582], [3.638226, 3.677981, -1.320936], [5.469513, 2.655184, -2.598686], [6.347909, 2.328516, -1.544460], [5.674515, 4.063964, -2.864471], [5.806837, 1.910830, -3.989701], [6.459428, 0.828170, -3.963190], [5.378594, 2.369634, -5.257451], [0.341586, 6.733353, -1.858908], [1.636127, 5.445542, -1.564021], [1.568859, 6.348116, -3.182752], [-1.158327, 5.075970, -2.459772], [-0.313958, 4.938625, -4.078597], [0.398065, 2.739342, -3.583138], [1.113263, 3.225756, -1.868735], [-1.613485, 3.443064, -1.132038], [-1.908867, 2.626048, -2.740100], [-0.238105, 4.707164, 0.037236], [0.722472, 4.831785, 1.595054], [1.543510, 4.029057, 0.145582], [-2.784490, 2.626093, 0.714280], [-2.171344, 4.112332, 1.672730], [-1.729331, 1.761690, 3.507374], [-3.019970, 3.119279, 3.611088], [-3.448192, 1.550161, 2.727372], [-1.942644, 0.229048, 1.204405], [-3.338727, -1.556080, 0.491922], [-3.328618, 0.118458, -0.439480], [-2.734553, -2.518016, -2.027635], [-1.987404, -0.435506, -3.107556], [-3.651815, 0.441108, -2.822827], [-3.513521, -1.072377, -3.991596], [-5.442598, -1.791622, -2.787739], [-4.990695, -3.334191, -1.890545], [-5.669515, -0.668976, -0.220540], [-5.300869, -3.841824, 0.191830], [-6.888270, -3.130560, 0.844436], [-5.292836, -2.526421, 1.532642], [-7.643994, -2.826032, -1.412802], [-7.374762, -1.102713, -2.101990], [-8.124244, -1.255370, -0.411990], [3.527667, -1.017313, 0.152546], [2.341455, -2.356054, -0.359382], [2.968380, -4.436922, 0.839549], [3.514170, -5.743042, 3.103077], [3.787547, -3.751209, 6.763601], [4.693615, -5.179065, 6.018143], [2.789089, -5.203131, 6.258127], [3.320434, -1.700758, 5.551998], [2.849742, -0.451643, 3.251348], [5.747844, 1.790899, -5.964939], [1.480951, -7.728286, 3.764822], [2.729100, -7.731907, 3.827397], [0.848032, -6.685762, 4.031593], [0.871522, -8.760415, 3.437166]], "forces_ev_per_angstrom": [[-0.2, 1.1, -0.4], [-0.3, 0.1, 0.6], [-1.5, 1.2, -0.6], [0.3, 0.8, -2.2], [1.4, 1.4, 0.8], [-3.6, -1.3, -0.6], [0.7, 0.9, 1.1], [-0.6, 1.1, -0.5], [-0.8, -0.1, -0.1], [-0.5, 0.3, -0.6], [-0.3, -0.1, 0.9], [0.3, 1.7, 0.7], [-0.9, 0.1, -0.7], [1.1, -0.5, -0.1], [0.1, -1.3, 0.3], [-0.4, 1.3, 0.0], [-1.5, -1.2, -0.5], [-0.5, 0.0, 0.3], [1.3, 0.6, -0.5], [-1.5, -1.2, -0.7], [0.1, 0.0, -3.0], [1.1, 0.4, 0.0], [0.2, 0.4, 0.9], [-0.1, 0.2, 0.5], [0.7, -3.0, 3.2], [0.5, 2.2, 3.5], [-0.4, 2.7, -0.6], [-0.5, 2.2, -2.6], [-0.8, 1.0, 0.1], [-0.2, -2.3, -3.7], [0.0, -1.7, -0.3], [2.3, -1.6, 1.8], [-2.4, -1.6, -5.1], [2.2, 1.9, 5.1], [0.8, -1.4, 1.2], [-0.3, -0.4, -3.6], [-2.1, 2.4, 1.2], [0.4, 2.0, 0.3], [1.4, -0.5, 3.0], [0.2, -2.6, -2.1], [0.7, 2.5, -0.4], [-2.4, 0.3, -2.7], [-0.5, -3.0, 0.6], [2.5, -5.0, -2.1], [-2.5, 4.5, 0.7], [0.3, 0.4, 3.0], [1.1, -1.4, -0.8], [-1.1, 0.4, -1.2], [-1.0, -0.9, 1.3], [1.6, -0.5, -0.8], [0.6, -0.3, 1.9], [-0.1, 0.3, 2.1], [-1.2, -0.1, -1.0], [1.0, -1.3, -0.7], [1.1, -0.2, 1.6], [1.6, -0.7, 0.7], [-0.3, -1.5, -1.2], [-1.6, 0.1, 0.7], [1.2, 0.7, 1.3], [0.4, -1.8, -0.4], [-1.3, 0.7, -0.7], [0.7, -1.3, -0.8], [1.6, 1.1, 0.5], [1.6, 0.4, -0.5], [0.3, 0.8, -1.3], [0.5, -1.7, 0.3], [-1.0, 1.4, 0.4], [-1.9, 0.0, 0.2], [0.7, -1.4, -0.4], [0.6, 1.2, 1.5], [0.8, -0.7, 1.3], [0.3, 1.6, 0.1], [0.2, -1.5, -0.4], [-0.7, 1.7, 0.6], [1.8, 0.4, -0.3], [-0.5, -0.5, -1.4], [0.0, 1.6, 0.4], [-0.4, -1.0, 1.4], [1.0, -1.0, -0.9], [-1.4, -0.5, 0.2], [0.3, 1.3, 1.3], [0.1, 1.0, 1.9], [-0.5, 2.0, 0.5], [0.0, -1.3, -1.4], [-1.5, 0.6, -0.4], [1.7, 0.6, -0.7], [-0.1, -1.2, -1.9], [0.3, -1.9, 0.0], [-0.1, 0.1, 1.1], [-0.4, -0.4, -0.1], [0.4, 0.2, 0.0], [0.0, 0.4, 0.1], [0.1, 0.1, 0.0]]}

=====

> Which formula does entry 1 have?

C31H43F10N5O4PRb